Entry 1:
20
Properties=species:S:1:pos:R:3 method="wB97M-V/def2-TZVPD" lumo_energy_ev="3.615 / 2.894" charge=-1 s_squared=0.786 max_force_ev_per_a=4.032 spin_multiplicity=2
O -2.26 0.09 1.02
N -3.38 -0.38 -1.16
N 3.27 0.37 -0.02
C 0.97 0.63 -0.57
C -0.39 0.09 -0.52
C -1.09 0.71 0.63
C 1.99 -0.14 0.02
C 1.89 -1.36 0.69
H -3.46 -1.39 -1.31
H 3.64 0.43 0.96
H -0.29 -1.00 -0.41
H -4.18 0.08 -1.53
H -1.19 1.74 0.39
H -0.42 0.60 1.48
H -2.93 -0.20 0.05
H 1.32 1.25 -1.29
H 3.32 1.25 -0.56
H 2.80 -1.69 1.12
H -0.94 0.28 -1.47
H 0.96 -1.59 1.19

=====

Entry 2:
13
Properties=species:S:1:pos:R:3 method="wB97M-V/def2-TZVPD" lumo_energy_ev="-5.162 / -6.693" charge=+1 s_squared=2.019 max_force_ev_per_a=7.643 spin_multiplicity=3
Au 1.02 1.48 0.83
O -0.65 0.64 -0.48
O 1.65 -0.37 0.16
C 2.42 -1.47 -0.29
C -1.81 1.09 -0.75
C -2.72 0.87 0.43
C 1.14 0.57 -0.80
H -3.50 1.65 0.42
H -2.20 0.89 1.41
H 3.44 -1.35 0.10
H 1.94 -2.40 0.04
H 2.51 -1.50 -1.39
H -3.24 -0.10 0.32

=====

Entry 3:
38
Properties=species:S:1:pos:R:3 method="wB97M-V/def2-TZVPD" lumo_energy_ev="-4.064 / -6.395" charge=+1 max_force_ev_per_a=0.482
Cd -0.06 0.57 0.13
O 1.20 2.60 -2.22
N 1.76 -0.35 -0.87
N 0.34 2.64 -1.47
N -0.78 -0.26 -1.97
C 0.30 -0.29 2.64
C -2.43 0.77 -3.46
C -2.14 -0.38 -2.53
C -2.94 1.59 -5.67
C 2.77 -0.92 -2.88
C -1.19 -1.74 1.70
C -1.77 -0.49 1.63
C -2.68 0.53 -4.81
C 0.08 -1.62 2.32
C -0.84 0.48 2.19
C -2.45 2.07 -2.98
C 0.20 -0.60 -2.73
C 3.73 -0.89 -1.92
C 3.05 -0.53 -0.68
C 1.55 -0.58 -2.21
C -2.94 2.89 -5.19
C -2.70 3.13 -3.84
H 1.14 0.11 3.18
H -1.63 -2.66 1.35
H -3.14 1.39 -6.71
H -2.78 -0.26 1.32
H 0.04 -0.93 -3.75
H 3.49 -0.43 0.31
H 0.76 -2.43 2.52
H -3.14 3.71 -5.86
H 2.87 -1.14 -3.92
H -2.84 -0.41 -1.69
H 4.78 -1.09 -2.02
H -2.21 -1.33 -3.06
H -2.31 2.27 -1.92
H -2.68 -0.49 -5.19
H -1.13 1.44 2.60
H -2.72 4.14 -3.46

=====

Entry 4:
13
Properties=species:S:1:pos:R:3 method="wB97M-V/def2-TZVPD" lumo_energy_ev=0.461 max_force_ev_per_a=4.334
S 0.32 -2.02 0.15
O -2.48 0.36 -0.15
N 0.78 0.80 0.68
N -0.88 -1.08 0.67
N 1.90 0.30 -0.02
C 0.41 1.86 0.03
C -1.85 -0.66 -0.19
C 1.64 -0.95 -0.31
H -0.86 -0.43 1.51
H 1.01 2.24 -0.86
H 2.45 -1.53 -0.80
H -0.51 2.52 0.35
H -1.92 -1.41 -1.06

=====

Entry 5:
11
Properties=species:S:1:pos:R:3 method="wB97M-V/def2-TZVPD" lumo_energy_ev="0.327 / -1.156" max_force_ev_per_a=3.182
Cl -3.92 -0.71 -0.43
O -1.13 -1.17 1.04
O -3.53 1.83 -0.53
O -0.27 0.85 1.00
N -1.28 0.11 1.43
C 0.28 0.43 -0.28
C -3.18 0.81 -0.03
H 1.19 -0.09 -0.20
H -0.43 -0.13 -0.85
H 0.42 1.40 -0.81
H -2.07 -1.52 0.80

=====

Entry 6:
7
Properties=species:S:1:pos:R:3 method="wB97M-V/def2-TZVPD" lumo_energy_ev=1.376 charge=-1 max_force_ev_per_a=2.435
Br -0.83 -0.34 -0.39
Cl -3.84 -0.73 0.45
S 2.89 -0.42 0.35
F -2.67 1.49 -0.07
O 3.61 0.60 1.14
O 3.62 -0.89 -0.81
C -2.77 0.30 -0.66

=====

Entry 7:
16
Properties=species:S:1:pos:R:3 method="wB97M-V/def2-TZVPD" lumo_energy_ev=0.292 max_force_ev_per_a=6.857
O 3.42 -0.18 -0.32
O 1.15 0.25 -0.14
N -1.27 -0.36 -0.53
N -0.29 -1.43 -0.74
C 0.88 -0.96 -0.51
C -1.55 -0.39 0.87
C 2.51 0.31 0.21
C -1.18 1.10 -0.88
H 1.66 -1.58 -0.81
H -1.36 1.25 -1.96
H -1.16 -1.63 1.07
H -0.71 0.11 1.44
H -2.49 -0.14 1.33
H -0.01 1.35 -0.40
H -2.01 1.46 -0.20
H 2.42 0.85 1.57

=====

Entry 8:
67
Properties=species:S:1:pos:R:3 method="wB97M-V/def2-TZVPD" lumo_energy_ev=-1.459 charge=-1 max_force_ev_per_a=9.631
Ta -0.52 -4.63 -1.03
I 0.09 -8.98 -2.52
P 1.78 3.12 2.65
P -0.01 6.26 -2.44
F -5.37 -4.67 -0.61
F -3.66 -4.84 0.84
F -5.90 -3.84 1.95
F -1.81 -2.39 0.67
F -4.11 -1.95 -1.48
F -4.37 -2.21 1.93
F -3.51 -4.01 -2.17
F -6.14 -2.17 0.48
F -1.59 -1.81 -1.54
O 1.90 -4.22 1.33
O -1.54 5.69 -2.98
O 0.05 5.11 -1.28
O 2.00 -1.79 0.91
O 1.41 6.98 -1.80
O 1.07 -3.22 -0.89
O 2.32 4.75 2.76
O 3.24 2.64 2.07
O 1.17 1.53 2.43
O 0.72 5.81 -3.70
O 1.73 2.95 4.17
C -2.01 -2.88 -0.66
C -3.53 -3.16 -1.04
C -4.38 -3.92 0.08
C -0.25 1.44 2.47
C 1.06 -6.31 -1.25
C -1.04 5.03 -0.36
C 1.65 8.32 -2.24
C -1.58 4.44 -3.65
C 1.58 -8.45 0.24
C 0.52 -7.74 -0.73
C -5.17 -2.98 1.10
C 3.27 5.07 3.75
C 3.72 3.29 0.89
B 1.63 -3.12 0.44
H -1.30 4.57 -4.70
H 0.82 8.97 -1.94
H 2.57 8.68 -1.78
H 2.95 3.87 0.39
H -0.59 -4.38 -2.89
H 2.45 -7.78 0.50
H 4.10 2.52 0.20
H -0.54 0.40 2.33
H -0.68 2.04 1.66
H 1.12 -8.78 1.24
H 1.76 8.34 -3.33
H -1.63 4.14 -0.59
H 1.36 -1.53 1.61
H 1.95 -6.00 -0.58
H -0.64 4.95 0.65
H -0.53 -4.98 0.80
H -0.64 1.79 3.43
H -2.60 4.06 -3.61
H 4.04 4.30 3.83
H -1.88 -5.89 -1.23
H 4.55 3.95 1.16
H 2.02 -3.82 2.21
H 3.75 6.01 3.47
H 1.49 -6.40 -2.31
H 2.78 5.21 4.71
H -0.48 -7.61 -0.20
H -0.92 3.70 -3.18
H -1.69 5.91 -0.42
H 2.00 -9.39 -0.25

=====

Entry 9:
70
Properties=species:S:1:pos:R:3 method="wB97M-V/def2-TZVPD" lumo_energy_ev=-2.772 charge=+1 max_force_ev_per_a=1.021
La 0.31 0.05 0.06
S -0.67 2.25 -1.35
F -2.43 3.38 3.32
F -2.22 4.69 -1.93
F -3.70 5.62 2.42
F -3.59 6.24 -0.22
F -1.05 1.82 1.63
O -0.99 -1.62 1.78
O 6.04 -1.03 -4.80
O -2.52 -0.31 -0.13
O 0.92 -2.72 -0.05
O -0.96 -1.73 -1.64
N 2.07 -0.05 -1.97
N 5.52 1.01 -5.60
C -0.13 -2.73 -2.23
C 3.35 0.41 1.05
C 5.27 -1.03 0.61
C -3.02 4.85 1.58
C 2.99 -1.03 -2.03
C -2.26 -1.58 -2.21
C 3.21 1.03 -3.78
C 0.49 -3.57 -1.12
C 3.96 1.38 0.24
C -2.36 -1.28 2.01
C -2.93 -0.40 -1.50
C 5.32 -0.06 -4.79
C 5.18 1.15 -0.37
C -3.15 -1.26 0.72
C -2.37 3.72 2.03
C 5.85 -0.05 -0.18
C -1.58 3.21 -0.22
C 0.68 -3.24 1.26
C -2.97 5.16 0.23
C 4.04 -0.80 1.22
C -2.26 4.36 -0.65
C 2.04 0.66 1.69
C -1.68 2.93 1.14
C 4.15 0.01 -3.83
C 2.19 0.95 -2.84
C 4.03 -1.04 -2.93
C -0.75 -3.03 1.70
H 6.30 0.97 -6.23
H 1.94 1.72 1.96
H -1.44 -3.50 1.00
H -0.89 -3.48 2.69
H 6.81 -0.23 -0.65
H -2.19 -1.36 -3.28
H 1.36 -2.71 1.92
H -2.61 0.53 -1.95
H 4.76 -1.83 -2.95
H -4.01 -0.48 -1.57
H -2.81 -1.98 2.73
H 3.46 2.34 0.11
H -2.36 -0.28 2.45
H 1.35 -4.11 -1.52
H 2.89 -1.83 -1.30
H 3.23 1.88 -4.45
H 1.93 0.06 2.60
H 0.92 -4.31 1.30
H 4.96 1.84 -5.58
H -2.82 -2.51 -2.08
H -3.15 -2.25 0.25
H 0.65 -2.23 -2.82
H 5.63 1.93 -0.97
H -0.24 -4.29 -0.75
H 3.62 -1.56 1.87
H 1.45 1.74 -2.79
H -0.71 -3.38 -2.89
H -4.18 -0.97 0.92
H 5.79 -1.97 0.78

=====

Entry 10:
106
Properties=species:S:1:pos:R:3 method="wB97M-V/def2-TZVPD" lumo_energy_ev=-0.042 max_force_ev_per_a=0.544
Ba -0.41 -0.24 -0.24
Cl 2.95 1.40 -0.64
P 1.23 0.70 -3.20
Si -2.34 1.08 3.51
O -1.25 1.27 2.19
O 0.22 -1.28 1.98
O -2.63 0.59 -0.91
O 0.47 2.10 1.37
N 0.94 -2.76 -0.74
N -0.32 2.27 2.23
N -2.08 -2.27 -0.99
C -2.84 -1.60 2.86
C -5.50 -1.22 2.16
C 3.10 2.42 -2.05
C 3.33 -3.70 3.27
C 1.77 -1.93 -3.81
C -1.44 1.27 -6.90
C -3.85 0.22 -1.07
C -4.27 -1.15 -1.08
C -1.92 1.52 -5.62
C 1.17 -2.07 2.38
C 0.22 0.92 -4.70
C 1.92 -2.43 0.01
C 2.55 -3.03 -4.10
C -1.40 -0.35 7.26
C 2.34 -0.67 -3.65
C -2.05 -0.04 6.07
C -0.07 0.00 7.43
C -5.63 -1.46 -1.22
C -4.87 1.20 -1.25
C -3.26 2.69 3.70
C 3.72 -0.54 -3.78
C -6.19 0.85 -1.40
C 0.61 0.65 6.42
C 4.51 -1.64 -4.06
C 0.69 0.65 -5.98
C -3.36 -2.28 -1.03
C -3.60 -2.67 2.42
C -0.14 -3.58 -0.18
C 3.17 -3.42 1.92
C -3.62 3.17 4.96
C -0.14 0.83 -7.08
C 2.36 2.13 -3.20
C -3.41 -0.32 2.95
C 4.09 4.34 -3.07
C -3.66 3.42 2.57
C -4.35 4.34 5.09
C 3.96 3.50 -1.97
C 3.93 -2.89 -4.23
C 2.39 -3.19 4.17
C -6.59 -0.49 -1.38
C -4.74 -0.15 2.59
C 2.09 -2.66 1.47
C -4.74 5.05 3.96
C -4.39 4.59 2.70
C 2.52 2.99 -4.29
C -1.40 -3.55 -1.04
C -4.93 -2.48 2.07
C -0.04 0.96 5.23
C -1.38 0.63 5.04
C 3.37 4.08 -4.23
C -1.09 1.35 -4.52
C 1.34 -2.40 3.74
H -2.04 -4.37 -0.71
H -3.87 -3.25 -1.06
H 2.49 -3.41 5.22
H 4.51 3.68 -1.06
H 0.62 -2.00 4.45
H 0.70 -2.05 -3.69
H 0.44 -0.24 8.36
H 0.23 0.61 -8.07
H 3.87 -3.82 1.20
H -3.40 3.06 1.58
H -5.91 -2.51 -1.22
H 1.66 0.91 6.54
H -2.94 1.84 -5.48
H -1.93 -0.87 8.04
H -3.15 -3.65 2.34
H -4.56 2.23 -1.25
H 4.16 -4.30 3.61
H 0.53 1.45 4.45
H 0.23 -4.61 -0.20
H -6.93 1.63 -1.53
H -1.80 -1.75 3.14
H -0.37 -3.34 0.86
H -1.48 1.52 -3.52
H -7.64 -0.76 -1.49
H -1.11 -3.75 -2.08
H 2.09 -4.00 -4.22
H -4.62 4.71 6.08
H 4.55 -3.75 -4.45
H -3.31 2.64 5.85
H 1.71 0.29 -6.12
H 4.76 5.19 -3.02
H 1.95 2.80 -5.19
H 2.73 -1.91 -0.51
H -6.54 -1.08 1.88
H 3.47 4.73 -5.08
H 5.59 -1.53 -4.15
H -4.69 5.14 1.82
H -2.09 1.40 -7.76
H 4.19 0.43 -3.65
H -5.20 0.84 2.65
H -3.08 -0.34 5.94
H -5.52 -3.32 1.72
H -5.31 5.97 4.06

=====

Entry 11:
29
Properties=species:S:1:pos:R:3 method="wB97M-V/def2-TZVPD" lumo_energy_ev="-5.920 / -5.919" charge=+1 max_force_ev_per_a=4.639
Au -3.23 -6.74 7.49
I -1.64 -4.34 6.01
I -4.19 -5.79 10.30
Se -6.25 -13.64 7.64
N -6.99 -11.91 7.42
N -4.56 -13.02 8.06
N -5.07 -7.55 7.42
N -2.65 -8.69 8.03
C -5.99 -11.09 7.61
C -3.43 -4.81 6.79
C -1.19 -10.48 8.59
C -4.96 -8.90 7.63
C -6.15 -9.70 7.44
C -1.44 -9.16 8.38
C -4.67 -11.71 8.07
C -7.39 -7.76 6.79
C -7.36 -9.09 7.02
C -3.52 -10.89 8.36
C -3.69 -9.52 7.99
C -2.24 -11.39 8.62
C -6.24 -6.99 7.06
H -2.10 -12.50 8.76
H -0.16 -10.85 8.67
H -8.31 -7.33 6.49
H -8.23 -9.69 6.90
H -6.26 -5.88 7.24
H -4.06 -4.88 5.89
H -3.69 -4.05 7.50
H -0.62 -8.44 8.43

=====

Entry 12:
22
Properties=species:S:1:pos:R:3 method="wB97M-V/def2-TZVPD" lumo_energy_ev=-6.545 charge=+1 max_force_ev_per_a=1.656
N 0.30 1.58 1.09
C 2.64 0.92 0.45
C -1.85 -0.96 -0.26
C -0.68 -0.19 -2.15
C -2.00 -1.67 0.98
C -0.66 -0.56 -0.84
C 0.67 -0.52 -0.06
C 1.14 0.90 0.14
H 1.04 1.41 -0.82
H 0.51 -1.08 0.86
H 0.55 1.38 2.06
H 1.36 -1.17 -0.60
H -1.22 -2.41 1.20
H 3.22 0.29 -0.22
H -2.77 -0.62 -0.72
H 2.79 0.49 1.45
H 0.24 2.58 0.94
H 0.20 0.14 -2.67
H 3.02 1.94 0.48
H -2.02 -0.92 1.79
H -1.60 -0.32 -2.72
H -2.95 -2.19 1.01